[1]
{
  "formula": "C2HIO2",
  "method": "ωB97M-V/def2-TZVPD",
  "orbital_gap_ha": 0.3643,
  "multiplicity": 1,
  "e_above_lowest_ev": 0.2005,
  "elements": ["C", "C", "O", "O", "I", "H"],
  "coordinates": [[1.853642, 1.793512, -1.018390], [-1.279247, -0.733666, 0.331053], [1.932430, 1.766510, 0.100085], [-1.209871, -0.038573, 1.261681], [0.664124, -1.652401, -0.247679], [-1.961078, -1.135382, -0.426750]],
  "forces_ev_per_angstrom": [[-0.020, 0.035, -0.332], [2.425, -0.952, -0.532], [0.048, 0.065, 0.338], [-1.512, 0.494, 0.167], [-0.181, -0.237, -0.200], [-0.760, 0.595, 0.559]],
  "lowdin_charge": [-0.04, -0.62, -0.01, -0.01, 0.63, 0.05]
}

[2]
{
  "formula": "C2HMgO2",
  "method": "ωB97M-V/def2-TZVPD",
  "orbital_gap_ha": [0.2493, 0.2592],
  "total_charge": 1,
  "multiplicity": 1,
  "e_above_lowest_ev": 4.5484,
  "elements": ["H", "C", "C", "O", "O", "Mg"],
  "coordinates": [[-1.897109, -0.630620, -2.759401], [-1.578119, 0.039056, -1.973641], [-1.565640, 0.768338, -0.959312], [1.185901, -0.933392, -0.392771], [0.764919, -0.086475, -1.223042], [-0.205410, 1.004001, 0.622221]],
  "forces_ev_per_angstrom": [[0.379, 0.341, 0.039], [-1.149, 1.138, 2.038], [0.984, -1.206, -0.822], [-0.978, 1.573, -1.073], [1.648, -1.375, 1.376], [-0.883, -0.471, -1.558]],
  "lowdin_charge": [0.06, -0.02, -0.19, 0.01, -0.12, 1.27]
}

[3]
{
  "formula": "C2HN2O2",
  "method": "ωB97M-V/def2-TZVPD",
  "orbital_gap_ha": 0.2911,
  "total_charge": -1,
  "multiplicity": 1,
  "e_above_lowest_ev": 2.6266,
  "elements": ["C", "C", "N", "N", "O", "O", "H"],
  "coordinates": [[-0.054299, -0.470775, -1.319917], [-0.216018, 0.766905, 2.618075], [-0.039552, -0.241879, 2.092810], [0.092889, -0.807681, -2.442156], [0.536009, -1.052386, -3.516081], [-0.435053, 1.921418, 2.945448], [0.116024, -0.115601, -0.378178]],
  "forces_ev_per_angstrom": [[-0.296, -1.837, -5.533], [-0.737, 3.637, 0.021], [0.771, -3.789, -1.314], [0.639, 2.024, 5.556], [-0.250, -0.871, -2.408], [0.008, 0.212, 0.964], [-0.134, 0.626, 2.714]],
  "lowdin_charge": [0.17, -0.75, -0.03, -0.24, -0.03, -0.13, 0.00]
}

[4]
{
  "formula": "C2HN2O2",
  "method": "ωB97M-V/def2-TZVPD",
  "orbital_gap_ha": [0.1996, 0.1995],
  "total_charge": -1,
  "multiplicity": 1,
  "e_above_lowest_ev": 4.0033,
  "elements": ["C", "C", "N", "N", "O", "O", "H"],
  "coordinates": [[1.873303, -0.512455, 0.222324], [-0.998887, 0.188640, -0.175376], [-2.213640, 0.201425, 0.496537], [-1.860502, 1.364272, 0.161433], [1.820926, -1.478366, 0.904243], [2.343943, 0.323558, -0.453036], [-0.965140, -0.087072, -1.156124]],
  "forces_ev_per_angstrom": [[0.117, -0.806, 0.488], [4.157, -0.077, 2.374], [-1.372, 2.011, -0.031], [-1.349, -1.246, 0.811], [-0.281, 0.926, -0.554], [-0.433, 0.017, 0.072], [-0.840, -0.825, -3.159]],
  "lowdin_charge": [-0.52, -0.38, -0.12, -0.09, 0.09, 0.10, -0.08]
}

[5]
{
  "formula": "C2HN2O2",
  "method": "ωB97M-V/def2-TZVPD",
  "orbital_gap_ha": [0.2769, 0.2669],
  "total_charge": -1,
  "multiplicity": 1,
  "e_above_lowest_ev": 7.1050,
  "elements": ["C", "C", "N", "N", "O", "O", "H"],
  "coordinates": [[1.228933, 1.684178, 0.003144], [1.250703, 0.385326, 0.095937], [1.189116, 2.859667, -0.040852], [2.101886, -0.601662, -0.011694], [1.672799, -1.768377, -0.031634], [3.342601, -0.320414, -0.003497], [-0.714342, 0.315499, -0.624391]],
  "forces_ev_per_angstrom": [[0.729, 4.609, -0.343], [-3.369, -1.992, -0.348], [-0.028, -1.003, 0.059], [1.192, -0.619, 0.130], [0.290, -0.341, -0.280], [-0.796, -0.264, -0.010], [1.982, -0.389, 0.791]],
  "lowdin_charge": [-0.42, -0.15, 0.07, -0.50, -0.07, -0.06, 0.14]
}

[6]
{
  "formula": "C2HN2O3S",
  "method": "ωB97M-V/def2-TZVPD",
  "orbital_gap_ha": 0.2532,
  "total_charge": -1,
  "multiplicity": 1,
  "e_above_lowest_ev": 2.0687,
  "elements": ["C", "C", "N", "N", "O", "O", "O", "S", "H"],
  "coordinates": [[0.001816, 1.692789, 2.577035], [2.225256, -0.866680, -0.184680], [0.088283, 2.850827, 2.854248], [0.377296, 0.595653, 0.298899], [1.719520, -1.734453, -0.761970], [2.962731, -0.225635, 0.381013], [-0.763082, 0.983972, -0.522603], [-0.057236, 0.118591, 1.901460], [-1.547249, 0.480174, -0.435938]],
  "forces_ev_per_angstrom": [[0.135, 4.026, 1.250], [-1.846, -1.806, -1.079], [-0.326, -3.805, -0.644], [-0.226, -1.298, 0.661], [-0.770, -0.855, -0.924], [2.587, 2.581, 1.930], [1.241, 1.765, -0.317], [0.125, 0.923, -1.522], [-0.921, -1.531, 0.644]],
  "lowdin_charge": [-0.68, -0.58, 0.00, -0.50, 0.13, 0.17, -0.25, 0.71, 0.00]
}

[7]
{
  "formula": "C2HN2O3S",
  "method": "ωB97M-V/def2-TZVPD",
  "orbital_gap_ha": [0.1583, 0.1580],
  "total_charge": -1,
  "multiplicity": 1,
  "e_above_lowest_ev": 3.0601,
  "elements": ["C", "C", "N", "N", "O", "O", "O", "S", "H"],
  "coordinates": [[-1.174075, 0.926508, -0.098808], [-1.517063, -0.611054, -0.118065], [0.006012, 1.164773, -0.741883], [-0.478572, -1.290370, -0.684587], [-1.864085, 1.749323, 0.414239], [-2.510153, -1.086522, 0.337384], [3.631635, -0.063441, 0.688955], [0.612775, -0.251898, -1.213727], [3.293527, -0.537321, 1.416495]],
  "forces_ev_per_angstrom": [[-0.202, -1.168, -0.163], [0.656, 1.274, 0.299], [1.916, -0.691, -1.365], [1.731, -0.827, -1.343], [-0.819, 0.905, 0.555], [-0.951, -0.433, 0.315], [0.061, 0.848, -1.888], [-1.690, 1.044, 2.142], [-0.703, -0.952, 1.448]],
  "lowdin_charge": [-0.56, -0.55, -0.23, -0.26, 0.11, 0.11, -0.50, 1.10, -0.21]
}

[8]
{
  "formula": "C2HN2O3S2",
  "method": "ωB97M-V/def2-TZVPD",
  "orbital_gap_ha": [0.2420, 0.2343],
  "total_charge": -1,
  "s2": 2.03,
  "multiplicity": 3,
  "elements": ["C", "C", "N", "N", "O", "O", "O", "S", "S", "H"],
  "coordinates": [[0.071684, -1.266751, 1.633120], [-2.651565, 0.202680, -0.147510], [-1.792833, -0.587851, -0.349044], [-0.817226, -1.191797, -0.876858], [-4.664459, -1.308823, -0.172107], [-5.003435, 0.683532, 1.156151], [-4.798895, 0.868063, -1.261402], [0.418725, -1.715271, 0.066570], [-4.510952, 0.126019, -0.073575], [0.809710, -1.555047, 2.258700]],
  "forces_ev_per_angstrom": [[-1.034, 0.228, -2.176], [0.009, -0.278, 0.479], [0.195, 0.775, -0.267], [-0.897, 0.180, -1.099], [-0.235, -0.051, -0.057], [0.607, 0.394, 0.187], [-0.144, 0.567, -0.640], [-0.273, 0.059, 0.421], [-0.074, -1.350, 0.182], [1.846, -0.525, 2.970]],
  "lowdin_charge": [-0.33, -0.02, -0.16, -0.41, -0.36, -0.35, -0.35, 0.75, 0.35, -0.12]
}

[9]
{
  "formula": "C2HN3",
  "method": "ωB97M-V/def2-TZVPD",
  "orbital_gap_ha": 0.3543,
  "smiles": "N1[C@]23N4N2[C@@]143",
  "multiplicity": 1,
  "e_above_lowest_ev": 5.6682,
  "elements": ["N", "C", "N", "N", "C", "H"],
  "coordinates": [[-0.962425, 0.304140, 0.063165], [0.263981, 0.033142, 0.769916], [1.169200, 0.753069, -0.029612], [1.036213, -0.826114, 0.008960], [0.144704, 0.177098, -0.837551], [-1.651671, -0.441335, 0.025123]],
  "forces_ev_per_angstrom": [[-1.196, 0.875, 0.340], [-0.630, -0.065, -0.539], [0.958, 1.486, -0.044], [-0.434, -0.440, -1.112], [1.061, -1.509, 1.356], [0.241, -0.347, -0.001]],
  "lowdin_charge": [0.12, -0.32, 0.10, 0.15, -0.15, 0.10]
}

[10]
{
  "formula": "C2HN3O",
  "method": "ωB97M-V/def2-TZVPD",
  "orbital_gap_ha": [0.2598, 0.2457],
  "multiplicity": 1,
  "e_above_lowest_ev": 2.8568,
  "elements": ["C", "N", "N", "C", "O", "N", "H"],
  "coordinates": [[-1.293266, 0.180846, 0.409871], [0.777892, -1.157811, 0.019191], [0.035733, -0.129137, -0.015252], [1.564379, 0.021304, -0.498435], [-1.762989, 1.267785, 0.449766], [2.505255, 0.608779, -0.873767], [-1.827004, -0.791766, 0.508626]],
  "forces_ev_per_angstrom": [[-1.213, -2.073, 0.072], [0.626, 2.106, -0.377], [-0.370, 2.381, -0.447], [1.182, -2.850, 0.163], [0.671, -0.089, 0.130], [-0.548, 0.179, 0.173], [-0.346, 0.346, 0.285]],
  "lowdin_charge": [-0.25, 0.25, -0.01, -0.40, 0.14, 0.12, 0.14]
}

[11]
{
  "formula": "C2HN3O2S",
  "method": "ωB97M-V/def2-TZVPD",
  "orbital_gap_ha": 0.2730,
  "smiles": "[O-][N+](=S)c1ncon1",
  "multiplicity": 1,
  "e_above_lowest_ev": 7.0445,
  "elements": ["O", "N", "S", "C", "N", "C", "O", "N", "H"],
  "coordinates": [[1.611168, 1.877288, -0.112635], [1.212508, 0.424240, -0.174192], [2.222091, -0.905198, 0.120446], [-0.415532, 0.152006, 0.059722], [-1.400860, 1.010867, 0.138335], [-2.571591, 0.379354, 0.124014], [-2.315316, -0.860345, -0.112850], [-1.008678, -1.112499, -0.194338], [-3.618330, 0.901204, 0.385688]],
  "forces_ev_per_angstrom": [[-2.185, -7.466, -0.686], [-0.012, 3.469, 2.914], [-2.138, 3.060, -1.058], [-0.775, -3.306, -2.810], [-0.672, 3.256, 1.321], [1.378, 3.485, 0.717], [-1.505, -2.533, 0.041], [3.296, 1.903, 0.581], [2.613, -1.869, -1.019]],
  "lowdin_charge": [-0.16, -0.51, 0.70, -0.27, 0.11, -0.16, -0.02, 0.11, 0.20]
}

[12]
{
  "formula": "C2HN3O3",
  "method": "ωB97M-V/def2-TZVPD",
  "orbital_gap_ha": [0.2913, 0.2911],
  "multiplicity": 1,
  "e_above_lowest_ev": 9.7124,
  "elements": ["C", "C", "N", "N", "N", "O", "O", "O", "H"],
  "coordinates": [[1.282515, -0.716724, 0.891385], [-1.360492, 1.199675, 0.214900], [0.934413, -1.312529, -0.167103], [0.405526, -1.060941, -1.325765], [-0.565169, 1.630660, -0.551598], [2.134388, -0.589878, 1.661897], [-1.870899, 0.909037, 1.165526], [-0.175937, -2.038729, -0.422750], [-0.784344, 1.979430, -1.466494]],
  "forces_ev_per_angstrom": [[0.549, 0.797, 2.734], [1.643, 1.383, -1.395], [1.032, -0.479, -2.461], [0.477, 1.062, -2.092], [1.573, 0.996, -2.609], [0.280, 0.488, 0.469], [-3.341, -2.143, 4.329], [-2.331, -1.960, 1.186], [0.119, -0.143, -0.162]],
  "lowdin_charge": [-0.14, -0.48, -0.18, 0.08, 0.19, 0.23, 0.21, 0.00, 0.09]
}

We obtain strongest force on any atom values of 2.66, 2.60, 5.95, 4.79, 4.68, 4.22, 2.92, 3.54, 2.29, 3.09, 7.81, 5.87 eV/A for the records listed above, in that order.